C5H14OS | wB97M-V/def2-TZVPD

XYZ file:
```
21
Properties=species:S:1:pos:R:3:forces:R:3:nbo_charge:R:1
C -0.275408 -2.400196 -0.204750 0.45 1.02 -1.51 -0.62
C -1.173665 -1.286781 -0.832455 0.58 0.31 0.04 -0.42
C -0.406805 0.023625 -1.093885 1.27 1.14 1.75 -0.42
C 0.446491 0.516199 0.144219 1.65 -1.01 -0.09 -0.55
S -0.524442 0.700608 1.668385 0.01 1.55 -0.88 0.17
C -1.361392 2.266516 1.077038 -0.87 0.25 0.34 -0.75
H 0.539117 -2.642344 -0.963562 -0.88 0.11 1.00 0.20
H 0.229821 -1.941695 0.680520 -0.66 -1.18 -0.31 0.21
H -0.938412 -3.280998 -0.093730 0.81 0.37 0.61 0.22
H -1.968161 -1.036459 -0.070384 0.23 -0.58 -1.35 0.21
H -1.443632 -1.647621 -1.864088 -0.77 0.31 1.27 0.21
H -1.056808 0.950975 -1.197454 0.44 -1.48 -0.88 0.21
H 0.365967 -0.133364 -1.870818 -0.76 0.41 -0.13 0.23
H 1.354947 -0.103954 0.416888 -1.33 -0.22 -0.31 0.21
H 1.038595 1.424486 -0.098823 -1.03 0.10 0.09 0.21
H -0.724238 2.773474 0.312032 -0.71 -0.84 0.20 0.22
H -1.360878 3.044205 1.881759 -0.40 -0.97 -0.30 0.23
H -2.442187 2.019965 0.727981 2.00 0.73 0.45 0.22
O 3.048858 -0.537798 -1.956900 -0.83 -0.70 -1.44 -0.95
H 3.835176 -0.990185 -2.278006 0.08 0.31 0.51 0.48
H 3.195570 -0.059985 -1.162267 0.73 0.39 0.94 0.47
```
Forces are in eV/Å.

SMILES: CCCCSC.O
orbital gap: 9.18 eV
maximum force: 2.4 eV/A
HOMO level: -8.5 eV
energy relative to the best compared isomer or geometry (same formula, charge and spin): 1.025 eV

---

C38H44BrMnN2O4S | wB97M-V/def2-TZVPD

XYZ file:
```
91
Properties=species:S:1:pos:R:3:forces:R:3:mulliken_charge:R:1
Mn 8.511347 10.686704 12.995305 -0.33 1.09 0.34 0.47
C 7.251535 10.656591 14.837152 1.39 0.21 -1.03 -0.52
C 7.373433 12.063854 14.509178 0.03 -0.28 0.77 0.71
C 8.753944 12.392089 14.608467 0.03 -0.07 -0.11 1.47
C 9.412260 11.140624 14.879175 1.09 0.43 -0.27 -1.90
C 8.541097 10.086784 15.071873 -1.34 -0.13 0.35 -0.01
C 8.868620 8.693991 15.571624 -0.71 0.51 -0.09 2.02
C 9.082199 8.823667 17.079214 -0.54 0.26 0.37 -1.72
C 10.198534 8.281730 14.953242 0.15 0.62 -1.13 -1.28
C 7.625426 7.780726 15.353909 0.39 0.01 0.14 -1.57
C 9.605498 13.670756 14.807022 0.31 0.13 0.38 1.47
C 9.885221 13.738005 16.330565 -0.79 0.73 -0.47 -1.78
C 10.993711 13.493918 14.210447 0.61 -0.29 0.62 -1.49
C 9.072275 15.056563 14.428932 -0.99 -0.55 -0.36 -1.68
C 6.147095 12.935649 14.364837 -0.77 -0.22 -0.04 1.60
C 6.216005 13.784682 13.078617 -0.27 -1.32 0.07 -1.31
C 5.865227 13.789750 15.631559 -0.50 1.15 0.00 -1.64
C 4.853038 12.040315 14.240550 0.78 1.06 -1.14 -2.30
H 6.358488 10.094119 14.852103 -0.84 -0.29 -0.04 0.84
H 10.472456 11.048134 14.960462 0.44 0.04 0.09 0.45
H 10.018772 9.366209 17.280594 -0.44 -0.17 0.24 0.29
H 9.081489 7.838473 17.535571 0.46 -0.22 0.05 0.50
H 8.205105 9.313369 17.541426 0.54 0.16 -0.15 0.35
H 10.986680 9.015276 15.245327 -0.40 -0.85 0.20 0.30
H 10.196109 8.345501 13.843675 -0.31 -0.33 0.55 0.02
H 10.436869 7.271813 15.237127 0.44 -0.32 0.20 0.52
H 6.792748 8.130962 15.991866 0.34 0.05 -0.36 0.40
H 7.813466 6.757020 15.708517 0.16 0.22 -0.34 0.43
H 7.296573 7.774907 14.306646 0.10 -0.15 0.24 0.24
H 10.233589 12.790622 16.651945 0.47 -0.88 0.58 0.39
H 8.950522 13.957038 16.844528 0.09 0.15 0.30 0.37
H 10.647795 14.506738 16.534169 -0.40 -0.24 0.00 0.46
H 11.580519 12.764397 14.802228 -0.29 0.06 -0.61 0.40
H 11.555957 14.408647 14.341825 0.02 0.41 -0.08 0.53
H 10.980483 13.259285 13.167104 0.11 -0.25 -0.59 0.02
H 8.100413 15.227604 14.918208 0.49 0.16 -0.14 0.24
H 8.903930 15.179388 13.352078 0.28 0.01 0.14 0.19
H 9.794149 15.797263 14.768143 -0.09 0.05 -0.03 0.55
H 7.080946 14.423195 13.069812 0.18 0.31 -0.05 -0.08
H 5.297222 14.377535 13.049544 0.19 -0.02 -0.44 0.62
H 6.294247 13.049872 12.232131 -0.32 0.92 0.42 0.16
H 6.498920 14.653469 15.916884 0.46 -0.95 -0.35 0.23
H 5.707808 13.155188 16.495125 0.20 -0.15 0.26 0.39
H 4.916350 14.349903 15.511631 0.11 -0.63 -0.28 0.49
H 4.796017 11.438508 13.328691 0.43 -0.07 0.05 0.32
H 4.075550 12.770905 14.130097 -0.73 0.23 0.06 0.60
H 4.619496 11.430551 15.080717 0.04 -0.40 0.83 0.47
N 11.995821 11.160698 10.844158 2.47 0.75 -1.96 0.00
C 11.125038 10.577677 11.604510 -1.46 -1.05 1.70 -1.06
N 10.034377 11.298489 11.783943 -0.11 -0.33 -0.19 0.77
C 10.185107 12.419421 10.951103 0.08 -0.57 0.40 -0.54
C 9.308840 13.447314 10.667426 0.98 1.52 -1.59 -0.25
C 9.751214 14.413661 9.743600 0.59 -1.73 0.87 -1.58
C 11.045849 14.338680 9.215098 -0.58 1.94 -0.56 -0.46
C 11.937338 13.367772 9.545740 1.24 -0.90 -0.41 -1.28
C 11.451799 12.354273 10.360682 -0.09 0.02 0.44 0.87
H 12.895062 10.734211 10.589157 -0.73 0.52 0.11 0.32
H 11.309828 9.588864 12.016399 -0.19 0.30 0.13 0.62
H 8.343437 13.566446 11.052898 -1.26 -0.30 0.76 1.33
H 9.152083 15.216277 9.392156 -0.73 0.46 0.09 0.62
H 11.295486 15.193330 8.560783 0.30 -0.80 0.29 0.38
H 12.964080 13.356887 9.145645 -0.65 -0.03 0.22 0.41
O 6.860240 18.223828 4.723979 0.20 -0.18 0.32 -0.46
C 6.319296 18.192547 5.967439 -0.99 1.31 0.09 0.48
O 5.891728 19.234711 6.412675 0.38 -1.23 -0.01 -0.53
C 6.175074 16.872593 6.685057 0.81 -0.52 -0.14 0.85
C 5.812351 16.800730 8.035431 -0.58 0.22 -0.24 -0.56
C 5.786115 15.575285 8.696565 0.07 0.59 -0.08 -0.40
C 6.160701 14.373216 8.074723 -0.27 -0.58 0.10 -0.03
S 5.975553 12.779232 8.817468 0.28 1.21 -0.21 0.00
C 6.593830 14.464999 6.750316 -0.01 0.04 -0.36 -0.59
C 6.552619 15.684928 6.068014 0.92 -1.01 0.13 -0.66
H 7.415394 17.465596 4.507185 -0.20 -0.11 0.14 0.33
H 5.451543 17.728111 8.489487 0.33 -0.40 0.14 0.45
H 5.499967 15.554796 9.723746 -0.31 -0.06 0.55 0.52
H 6.976564 13.552832 6.287138 -0.24 0.40 -0.11 0.42
H 6.983167 15.637694 5.077009 -0.30 0.26 -0.23 0.17
Br 4.627066 8.509142 11.434014 -0.51 0.97 0.95 -0.15
C 5.898172 7.982859 10.195288 -1.77 -0.47 -0.47 0.45
C 5.401687 7.036065 9.318904 1.62 -1.59 -1.02 -0.88
C 6.311962 6.252204 8.570852 -0.79 1.25 0.89 -0.43
C 7.661942 6.492314 8.705863 0.01 0.36 -0.32 -0.77
C 8.084392 7.548380 9.485590 1.52 -0.21 0.33 -0.35
C 7.209952 8.326250 10.241224 1.78 0.06 0.12 -0.02
C 7.776195 9.291296 11.234013 -1.84 0.88 -0.53 0.99
O 8.562631 8.913935 12.119304 1.52 -1.10 1.11 -0.55
O 7.407299 10.509035 11.330180 -0.37 -0.10 -0.25 -0.23
H 4.373941 6.733782 9.295333 -0.39 0.29 0.14 0.44
H 5.948433 5.470930 7.948044 -0.25 -0.50 -0.38 0.44
H 8.391890 5.898514 8.181669 0.07 -0.13 -0.05 0.41
H 9.181942 7.653639 9.594930 -0.81 0.34 -0.02 0.29
```
Forces are in eV/Å.

orbital gap (alpha / beta): 7.75 / 6.75 eV
maximum force: 3.2 eV/A
spin multiplicity: 4
charge: +1
HOMO level (alpha / beta): -11.1 / -11.1 eV